The following is a quantum chemistry calculation of 2 unconnected molecules or ions with the total composition C7H6FIOS at a distorted geometry, from the Open Molecules 2025 dataset.

Output
* E: -31053.63988 eV
* frontier orbital gap: 9.004 eV
* molar mass: 284.09 g mol⁻¹
* E_HOMO: -9.06 eV
* relative energy (zero: lowest compared OMol25 entry of this formula, charge and spin): 1.779 eV

Cartesian coordinates (Å):
C  0.934  -0.252  0.139
C  0.372  1.917  0.828
C  1.938  -0.327  1.053
C  1.250  1.771  1.938
C  0.160  0.938  -0.036
C  2.047  0.645  1.988
C  -1.378  0.144  -1.762
O  -0.895  1.130  -0.921
F  2.797  0.422  3.067
S  -3.042  0.589  -2.267
I  0.001  -0.407  -3.264
H  0.842  -1.155  -0.556
H  -0.410  2.740  0.713
H  2.521  -1.143  0.973
H  1.224  2.448  2.778
H  -1.546  -1.230  -0.872
H  -3.244  0.813  -0.935